Entry 1:
52
Properties=species:S:1:pos:R:3:forces:R:3:mulliken_charge:R:1 method="wB97M-V/def2-TZVPD" charge=-1 energy_ev=-83410.1277 multiplicity=5 homo_lumo_gap_ha="0.227 / 0.234" homo_ev="-3.72 / -4.77" relative_energy_kj_mol=12.0 lumo_ev="2.465 / 1.604"
Ir -0.0259 -0.1343 -0.1452 0.41 -0.88 -0.38 1.62
C -5.5907 -2.7213 3.1078 -0.04 0.06 -0.07 -0.82
O -6.0898 -2.2554 1.8643 -0.03 -0.12 0.19 -0.46
C -5.1752 -1.8099 0.9679 0.03 0.07 -0.04 1.09
C -5.7150 -1.3774 -0.2674 -0.05 -0.03 0.05 -1.05
C -4.8656 -0.9102 -1.2193 0.12 0.03 -0.02 -0.75
C -3.4582 -0.8324 -1.0312 -0.06 -0.01 0.00 0.07
C -2.6033 -0.3128 -2.0555 0.01 -0.06 0.03 1.36
C -3.1301 0.1426 -3.4000 -0.03 -0.02 -0.03 -1.54
O -1.3674 -0.2040 -1.9446 -0.13 0.26 -0.11 -0.85
C -2.9198 -1.2857 0.2183 0.12 0.00 0.01 0.29
O -1.6695 -1.3344 0.5178 -0.30 0.10 0.05 -1.17
C -3.8306 -1.7638 1.2052 0.10 -0.02 -0.07 -0.31
H -6.4484 -3.0893 3.6637 -0.04 0.01 -0.01 0.24
H -5.1111 -1.9147 3.6665 0.01 0.02 -0.01 0.33
H -4.8731 -3.5318 2.9663 0.00 -0.03 -0.01 0.34
H -6.7858 -1.4216 -0.4241 0.08 -0.02 0.03 0.41
H -5.2956 -0.5912 -2.1572 0.02 0.02 -0.01 0.22
H -4.2090 0.2511 -3.4632 0.04 0.01 -0.02 0.31
H -2.8008 -0.5803 -4.1494 -0.02 0.01 0.02 0.39
H -2.6535 1.0952 -3.6306 0.00 -0.02 0.00 0.40
H -3.3870 -2.0723 2.1401 -0.01 0.01 -0.03 0.38
S 3.3167 -3.2608 -1.1668 -0.11 0.02 -0.02 -0.35
C 2.1430 -2.1560 -0.7947 0.57 0.02 0.12 0.19
S 1.6061 -0.9223 -1.8813 -0.44 0.22 0.16 -0.38
S 1.3460 -2.0727 0.7318 -0.31 0.22 0.05 -0.36
N -3.6852 5.9207 -3.5814 -0.04 -0.06 0.14 -0.60
C -3.2639 5.1296 -2.5044 -0.03 0.03 -0.09 1.10
C -3.6816 3.8021 -2.3962 -0.01 -0.01 -0.04 -0.91
C -3.3068 3.0348 -1.3065 0.04 0.08 0.05 -0.10
C -2.5042 3.5899 -0.3177 -0.24 0.08 -0.08 -0.68
C -2.0926 4.9116 -0.4069 0.06 -0.01 -0.04 -0.46
C -2.4705 5.6769 -1.4960 0.04 0.05 -0.01 -0.74
S -2.0222 2.6178 1.0674 0.19 -0.06 -0.21 1.04
O -2.9571 1.5309 1.1549 -0.05 0.02 0.00 -0.54
O -1.8578 3.5068 2.1814 -0.01 0.01 0.17 -0.72
N -0.6152 1.9798 0.5829 0.37 -0.11 0.34 -0.47
C 0.6221 2.3592 1.0102 -0.26 0.17 -0.13 0.80
N 1.4919 1.3562 0.7633 0.12 0.05 0.22 -0.37
C 2.7500 1.4757 1.1460 0.03 -0.21 -0.21 0.04
C 3.1901 2.6263 1.7706 -0.03 0.12 0.02 -0.81
C 2.2453 3.6330 1.9243 -0.10 0.00 -0.03 -0.14
N 0.9747 3.5340 1.5466 0.00 -0.07 -0.02 -0.47
H -3.9439 5.4072 -4.4075 0.02 -0.02 -0.02 0.23
H -3.0885 6.7032 -3.7926 0.04 0.00 0.00 0.22
H -4.3103 3.3752 -3.1720 0.02 0.02 0.04 0.29
H -3.6419 2.0087 -1.1998 0.00 0.08 0.01 0.77
H -1.4747 5.3270 0.3810 -0.04 -0.02 -0.03 0.47
H -2.1536 6.7127 -1.5699 -0.02 -0.05 0.01 0.28
H 3.3986 0.6313 0.9327 -0.06 0.01 0.02 0.44
H 4.2130 2.7401 2.0945 0.00 0.03 0.02 0.37
H 2.5262 4.5828 2.3712 0.00 -0.01 -0.01 0.39

***

Entry 2:
48
Properties=species:S:1:pos:R:3:forces:R:3:mulliken_charge:R:1 method="wB97M-V/def2-TZVPD" energy_ev=-76223.6948 multiplicity=6 homo_lumo_gap_ha="0.266 / 0.272" homo_ev="-7.28 / -7.45" relative_energy_kj_mol=200.6 lumo_ev="-0.055 / -0.056"
Mn -0.7763 -0.2638 -1.8755 -0.81 -0.12 -0.78 0.33
O -4.6677 -1.1438 -2.5298 2.12 -0.06 0.86 -0.67
C -3.5148 -1.3427 -2.0787 -2.48 0.93 -0.70 0.26
O -2.7791 -0.4317 -1.5122 0.60 0.41 -0.13 -0.60
C -2.9734 -2.7187 -2.0955 0.42 0.29 -0.13 1.07
C -3.7693 -3.6940 -1.5104 0.49 -0.96 0.40 -0.62
C -3.2818 -4.9978 -1.4063 -0.58 -0.36 0.89 -0.37
C -2.0362 -5.3171 -1.9042 -0.47 0.31 -0.52 -0.67
C -1.3193 -4.3503 -2.5714 0.67 0.18 0.02 -0.62
C -1.7065 -3.0079 -2.6342 -0.07 -0.74 -0.38 0.21
S -0.6025 -1.9110 -3.5658 -0.44 0.00 0.61 -0.43
H -4.7151 -3.4424 -1.0380 0.10 0.14 -0.37 0.39
H -3.8261 -5.7889 -0.8658 0.00 0.60 -0.35 0.32
H -1.6658 -6.3239 -1.8677 0.12 -0.29 0.10 0.39
H -0.3988 -4.6537 -3.0378 0.34 0.12 -0.13 0.42
C -3.2718 2.6040 -3.0331 0.15 0.77 0.90 -0.87
C -1.8634 2.4251 -2.7437 1.78 -2.27 0.07 0.78
N -0.7897 1.9844 -2.6122 -1.74 1.01 0.15 -0.60
H -3.8550 2.7114 -2.1115 0.17 -0.12 -0.26 0.28
H -3.6420 1.8054 -3.6326 -0.12 -0.97 -0.18 0.27
H -3.3444 3.4828 -3.6201 -0.36 1.11 -0.50 0.39
C -0.7485 1.2490 1.0756 0.85 0.62 2.02 -1.26
C 0.2266 0.1803 0.9150 1.13 -1.30 1.05 1.03
N 0.4605 -0.4318 -0.2108 0.32 -0.16 -1.04 -0.24
C 1.4820 -1.3827 -0.0539 -1.57 0.22 -1.44 -0.81
C 1.8090 -1.3485 1.2249 0.83 -0.36 1.70 -0.48
N 1.0218 -0.3848 1.8955 0.42 -0.94 -1.76 0.28
C 1.2923 -0.0244 3.2539 1.83 1.29 -0.77 -0.85
N 1.9321 1.3075 3.2952 -2.14 -0.12 1.38 0.60
N 1.2409 2.2596 4.0527 1.38 0.20 -0.86 -0.57
N 1.7943 3.3963 3.8527 -0.33 -0.23 -0.44 -0.53
C 2.8015 3.2656 2.8961 -0.62 -0.09 0.84 0.33
C 3.6050 4.2702 2.3234 0.22 -0.70 -0.43 -0.62
C 4.5485 3.8680 1.4048 0.22 0.06 0.21 -0.55
C 4.7166 2.4728 1.1695 -0.21 0.02 -0.74 -0.44
C 3.9576 1.4662 1.7152 -1.55 2.72 1.15 -0.97
C 2.8947 1.9040 2.5727 1.68 0.29 -0.75 1.11
H -1.4300 1.1935 0.3279 -1.89 -0.17 -2.82 0.36
H -0.3030 2.2428 1.0345 0.04 -0.01 0.39 0.24
H -1.4145 1.1000 1.9163 0.40 0.22 0.77 0.37
H 1.7487 -2.0787 -0.8767 -0.12 0.84 0.81 0.49
H 2.5566 -1.9877 1.6903 -0.37 0.44 0.37 0.40
H 2.0395 -0.7236 3.5940 -0.10 -0.49 0.35 0.42
H 0.4373 -0.0002 3.8924 -0.53 0.14 0.33 0.35
H 3.4715 5.3115 2.5325 -0.20 0.30 0.33 0.45
H 5.1797 4.6407 0.9054 -0.56 -0.98 0.36 0.33
H 5.3630 2.1275 0.3849 0.70 0.22 -0.07 0.33
H 4.1156 0.4815 1.4624 0.26 -2.02 -0.54 0.57

***

Entry 3:
42
Properties=species:S:1:pos:R:3:forces:R:3:mulliken_charge:R:1 method="wB97M-V/def2-TZVPD" smiles="C/C(=C/c1ccc(Cc2cccnc2)n1-c1ccccc1)C(=O)O" energy_ev=-28106.8322 homo_lumo_gap_ha=0.302 homo_ev=-7.76 relative_energy_kj_mol=228.9 lumo_ev=0.454
C 2.9989 1.9924 3.4894 0.88 0.30 0.24 -1.44
C 1.5935 1.6439 3.1758 -0.69 0.58 -3.37 1.19
C 1.2319 1.5615 1.8303 -0.01 -0.05 2.74 -0.81
C -0.1027 1.3684 1.2898 -0.69 0.24 -0.30 -0.01
C -1.3175 1.7733 1.7853 -0.56 -0.03 0.04 -0.37
C -2.3497 1.3983 0.8777 0.15 0.29 0.27 -1.14
C -1.7453 0.8337 -0.2119 0.12 -0.06 0.21 0.51
C -2.4704 0.2900 -1.4182 0.40 0.81 -0.48 -1.10
C -2.1452 -1.1249 -1.7464 0.34 -0.80 0.17 0.65
C -1.9867 -1.5607 -3.0574 0.31 0.18 -0.02 -0.42
C -1.6893 -2.8919 -3.2621 -0.48 -0.85 -1.07 -0.35
C -1.6574 -3.7820 -2.1971 0.25 1.16 -0.37 -0.34
N -1.7913 -3.3704 -0.9457 0.02 0.06 0.85 -0.65
C -2.0039 -2.0698 -0.7109 0.01 0.08 -0.91 -0.16
N -0.3505 0.8258 0.0206 -0.63 -0.22 0.14 0.47
C 0.6316 0.1999 -0.7996 -0.23 -0.41 -1.26 -0.59
C 0.7197 0.5601 -2.1486 -0.32 0.93 -1.04 0.26
C 1.5620 -0.0680 -3.0862 0.53 0.07 0.72 -0.91
C 2.4032 -1.0809 -2.5998 -0.17 -0.05 0.40 -0.36
C 2.3161 -1.4757 -1.2536 -0.28 0.86 -0.70 -0.83
C 1.4178 -0.8647 -0.3814 0.28 -0.34 0.19 0.24
C 0.6425 1.5163 4.3038 -1.33 -2.24 -0.60 0.20
O -0.1157 0.5565 4.4282 1.01 1.46 0.13 -0.54
O 0.6731 2.5122 5.1964 0.74 0.31 -0.57 -0.46
H 3.4930 1.1087 3.9135 0.11 0.28 0.17 0.30
H 3.0349 2.8218 4.2151 0.16 -0.37 -0.18 0.35
H 3.5751 2.2903 2.5908 -0.44 -0.18 0.47 0.32
H 2.0249 1.7232 1.1185 0.21 -0.11 -0.15 0.37
H -1.5111 2.3487 2.6738 0.27 -0.14 0.22 0.53
H -3.4350 1.5344 1.0292 0.89 -0.07 -0.24 0.40
H -2.2568 0.9454 -2.2964 -0.22 -0.50 0.43 0.34
H -3.5630 0.3229 -1.2614 0.47 0.39 0.25 0.37
H -2.0230 -0.8685 -3.9111 -0.10 -0.24 0.50 0.38
H -1.5891 -3.3209 -4.2751 0.10 0.49 0.56 0.34
H -1.4406 -4.8095 -2.4282 -0.08 -0.44 0.42 0.36
H -2.0459 -1.7063 0.3250 -0.06 -0.44 -0.33 0.46
H 0.1046 1.4046 -2.5155 0.33 -0.55 0.39 0.40
H 1.6607 0.3034 -4.1339 -0.32 -0.41 1.06 0.37
H 3.1440 -1.5837 -3.2185 -0.25 0.20 -0.10 0.41
H 2.9805 -2.2302 -0.8739 0.03 -0.31 0.03 0.40
H 1.3414 -1.2775 0.6129 -0.11 0.24 0.26 0.49
H 0.0407 2.2498 5.8568 -0.65 -0.11 0.80 0.35

***

Entry 4:
48
Properties=species:S:1:pos:R:3:forces:R:3:mulliken_charge:R:1 method="wB97M-V/def2-TZVPD" smiles="Cc1ccc(S(=O)(=O)NC(=O)Nc2ncc3c(n2)C[C@H](c2ccco2)CC3=O)cc1" energy_ev=-48065.9927 homo_lumo_gap_ha=0.316 homo_ev=-9.05 relative_energy_kj_mol=0.0 lumo_ev=-0.444
C 1.9681 -2.9478 -1.7671 0.02 -0.04 0.02 -1.55
C 0.5557 -2.5903 -1.4306 -0.12 0.00 0.00 0.65
C -0.4676 -2.7336 -2.3626 -0.02 0.05 0.12 -0.71
C -1.7668 -2.3678 -2.0512 -0.08 -0.16 -0.12 -0.75
C -2.0367 -1.8456 -0.8015 -0.59 0.05 0.23 -0.01
S -3.6445 -1.1313 -0.4781 0.21 0.50 -0.17 1.24
O -3.7105 -0.7054 0.8850 0.33 0.14 -0.04 -0.66
O -4.6919 -1.9164 -1.0287 0.19 -0.06 -0.38 -0.63
N -3.4500 0.3145 -1.3778 -0.77 -0.56 1.27 -0.23
C -3.2348 0.2135 -2.7263 0.36 0.09 -0.86 -0.06
O -3.9875 -0.2763 -3.5199 -0.22 -0.19 -0.18 -0.51
N -1.9950 0.7160 -3.1716 -0.29 0.08 -0.35 -0.01
C -0.8580 0.8688 -2.4315 0.67 0.05 0.55 0.25
N 0.2891 0.6637 -3.0825 -0.15 -0.06 -0.49 -0.62
C 1.3873 0.6822 -2.3605 0.02 0.10 0.34 -1.02
C 1.3853 0.9348 -0.9860 -0.39 0.02 -0.29 0.94
C 0.1437 1.2432 -0.4177 0.52 -0.09 -0.35 0.43
N -0.9620 1.1977 -1.1449 -0.18 0.31 -0.12 -0.66
C 0.0086 1.6312 1.0141 0.07 -0.14 0.18 -0.76
C 1.1548 1.0647 1.8608 0.01 0.59 0.07 2.04
C 1.0943 1.6038 3.2529 -0.09 -1.00 0.31 -0.73
C 0.9938 0.9828 4.4621 0.04 0.18 -0.66 -0.68
C 0.9903 2.0109 5.4374 0.04 0.60 -0.13 -0.42
C 1.0896 3.1771 4.7480 -0.06 -0.25 0.95 -0.64
O 1.1537 2.9436 3.4260 0.04 0.10 -0.60 -0.37
C 2.5000 1.4215 1.2086 0.21 -0.23 0.11 -1.13
C 2.6173 0.8475 -0.1822 -0.09 0.15 0.24 0.41
O 3.6287 0.3379 -0.6084 0.09 -0.03 -0.07 -0.64
C -1.0454 -1.7223 0.1526 0.04 -0.09 0.18 -0.49
C 0.2453 -2.1064 -0.1617 -0.15 -0.04 -0.09 -0.04
H 2.0803 -3.1365 -2.8309 0.06 -0.03 -0.08 0.37
H 2.6452 -2.1460 -1.4767 0.10 0.06 -0.01 0.28
H 2.2661 -3.8441 -1.2239 0.08 -0.07 0.00 0.40
H -0.2441 -3.1255 -3.3433 0.03 -0.04 -0.11 0.37
H -2.5702 -2.4773 -2.7625 -0.06 -0.05 -0.17 0.44
H -2.7631 0.9050 -0.9031 0.04 -0.09 0.05 0.62
H -1.8270 0.5684 -4.1614 -0.11 -0.05 0.20 0.30
H 2.3155 0.4912 -2.8823 0.13 -0.01 0.04 0.54
H 0.0328 2.7247 1.0727 -0.04 -0.01 0.01 0.42
H -0.9633 1.3069 1.3905 0.01 0.03 -0.02 0.45
H 1.0605 -0.0236 1.9205 0.00 0.06 0.07 -0.24
H 0.9281 -0.0710 4.6388 -0.01 -0.26 -0.05 0.52
H 0.9227 1.8910 6.4986 -0.01 0.06 0.24 0.45
H 1.1230 4.1998 5.0664 0.01 0.17 -0.06 0.46
H 2.5796 2.5101 1.1319 0.00 0.04 0.01 0.42
H 3.3345 1.0635 1.8143 -0.02 0.04 -0.08 0.44
H -1.3082 -1.3262 1.1207 0.05 0.07 0.17 0.63
H 1.0328 -2.0225 0.5733 0.09 0.02 0.11 0.49

***

Entry 5:
52
Properties=species:S:1:pos:R:3:forces:R:3:mulliken_charge:R:1 method="wB97M-V/def2-TZVPD" charge=+1 energy_ev=-87284.7518 homo_lumo_gap_ha=0.163 homo_ev=-11.07 relative_energy_kj_mol=185.7 lumo_ev=-6.647
Au -2.0212 2.3978 1.0610 -0.61 -0.23 1.06 0.78
N -4.3052 3.1966 1.0037 -0.56 0.09 0.25 -0.59
C -4.2644 4.4908 0.3411 0.16 0.33 -0.24 -0.40
C -2.9178 5.2058 0.4912 -1.77 0.81 -0.43 0.55
O -2.7548 6.3372 0.1095 0.29 -0.28 0.05 -0.53
N -1.9560 4.4517 1.1105 2.75 -0.60 -0.41 -0.26
C -0.7170 4.9858 1.3511 -2.25 1.06 1.00 -0.60
C 0.3845 4.2054 0.2240 1.00 -2.32 -1.24 0.76
O 1.1496 4.9992 -0.2043 0.11 1.40 0.25 -0.44
O 0.1204 3.0216 0.1559 0.26 0.24 0.11 -0.46
H -4.9434 2.5553 0.5459 0.06 0.07 0.14 0.27
H -4.5655 3.2903 1.9793 -0.16 -0.09 -0.12 0.26
H -5.0290 5.1820 0.7174 0.11 -0.11 -0.15 0.34
H -4.4247 4.3653 -0.7332 -0.05 0.06 0.11 0.30
H -0.2527 4.6270 2.2655 0.57 -0.55 -0.30 0.35
H -0.6186 6.0591 1.1941 -0.13 0.02 0.13 0.41
Cl 4.1123 -0.3953 4.1732 0.14 0.11 0.22 -0.19
C 3.1895 -0.9656 2.8431 -0.27 -0.19 -0.43 0.37
C 2.3426 -2.0559 3.0023 0.09 0.09 0.07 -0.97
C 1.6141 -2.5090 1.9197 0.10 0.18 -0.11 -0.30
C 1.6986 -1.8928 0.6753 0.03 0.09 -0.27 0.01
C 0.9477 -2.4556 -0.5108 -0.08 0.24 0.27 0.33
C -0.5476 -2.7302 -0.2027 0.61 -0.66 -0.68 -1.45
N -1.1921 -1.6506 0.4997 -0.26 0.48 0.16 0.39
C -2.0199 -1.7960 1.5733 -0.35 0.25 0.36 -0.09
C -2.4637 -0.5516 1.9012 -0.23 -0.37 0.30 -0.77
N -1.9101 0.3455 1.0390 0.47 0.25 -0.49 -0.73
C -1.1487 -0.3473 0.2081 0.17 0.10 -0.23 0.11
O 1.6086 -3.6543 -0.8568 -0.09 0.13 0.28 -0.43
C 1.4499 -4.1064 -2.1945 -0.08 -0.13 -0.41 -0.89
C 1.7841 -3.0521 -3.2087 -0.78 0.19 -0.09 0.19
C 0.8603 -2.2903 -3.8845 0.81 0.05 -0.16 0.80
Cl -0.8422 -2.4128 -3.7912 -0.30 0.00 -0.02 -0.21
S 1.5930 -1.1112 -4.9228 -0.09 -0.50 0.46 -0.15
C 3.1519 -1.6330 -4.4318 -0.14 -0.14 0.11 -0.38
C 3.1019 -2.6522 -3.5307 0.18 0.36 -0.31 -0.78
C 2.5649 -0.8065 0.5364 -0.21 -0.28 0.40 0.97
Cl 2.7494 -0.0016 -0.9814 0.02 0.17 -0.20 -0.17
C 3.3079 -0.3409 1.6097 0.01 -0.01 0.15 -0.84
H 2.2670 -2.5473 3.9600 0.03 -0.01 0.07 0.44
H 0.9874 -3.3797 2.0388 -0.09 -0.10 0.02 0.40
H 1.0073 -1.7380 -1.3394 -0.04 -0.15 0.16 0.42
H -0.6271 -3.6353 0.4018 -0.03 0.13 0.03 0.36
H -1.0748 -2.9001 -1.1471 0.06 -0.07 0.20 0.21
H -2.2419 -2.7467 2.0105 0.02 -0.22 0.05 0.47
H -3.1323 -0.2516 2.6825 -0.08 -0.01 0.15 0.46
H -0.5818 0.0899 -0.5883 0.24 -0.01 -0.22 0.52
H 0.4328 -4.4858 -2.3596 0.13 0.01 0.00 0.37
H 2.1552 -4.9369 -2.2787 -0.18 0.04 -0.04 0.43
H 4.0206 -1.1577 -4.8446 0.17 0.07 -0.06 0.46
H 3.9725 -3.1082 -3.0945 0.19 -0.07 0.04 0.42
H 3.9775 0.4947 1.4830 0.05 0.07 0.00 0.49